Run P
Formula: C23H28N2O4
Source: OMol25
Level of theory: ωB97M-V/def2-TZVPD

net charge: 0
SMILES: CCOc1ccc(CCNC(=O)c2ccc(N3CCCC3=O)cc2)cc1OCC
Kohn-Sham gap: 8.44 eV
HOMO: -7.761 eV
lowest unoccupied orbital energy: 0.68 eV

Last column: Löwdin charge in e.
CARTESIAN COORDINATES (ANGSTROEM)
C -2.62308 -2.54998 1.13778  -0.050
C -1.50247 -1.68927 1.69948  -0.246
O -0.36440 -1.88513 0.88497  -0.031
C 0.76392 -1.18077 1.17042  -0.196
C 0.88439 -0.25284 2.18778  -0.009
C 2.06932 0.44851 2.36438  -0.057
C 3.15311 0.22706 1.53675  -0.252
C 3.04956 -0.73430 0.53352  0.029
C 1.87846 -1.44418 0.33898  -0.183
O 1.68016 -2.40866 -0.59843  -0.027
C 2.73688 -2.77626 -1.46241  -0.235
C 2.89177 -1.83836 -2.65617  -0.058
H 1.98314 -1.85329 -3.25319  0.077
H 3.72124 -2.17138 -3.27483  0.078
H 3.07782 -0.81501 -2.33843  0.044
H 2.46115 -3.77625 -1.81294  0.123
H 3.67868 -2.85878 -0.90559  0.117
H 3.89996 -0.89457 -0.10933  0.122
C 4.36148 1.12162 1.60408  -0.118
H 5.28548 0.54704 1.53154  0.115
H 4.36382 1.65627 2.55578  0.108
C 4.30567 2.13867 0.43780  -0.158
N 2.93575 2.48665 0.13261  0.065
C 2.30315 1.85272 -0.89438  -0.446
O 2.92191 1.39915 -1.84244  0.045
C 0.82491 1.71554 -0.79034  -0.125
C 0.22591 0.81030 -1.66380  0.003
C -1.11364 0.50330 -1.57388  0.007
C -1.90141 1.10402 -0.59356  -0.188
C -1.31841 2.03877 0.26181  0.006
C 0.02566 2.33613 0.16590  -0.016
H 0.42946 3.07834 0.83891  0.114
H -1.92237 2.52048 1.01289  0.111
N -3.26051 0.78984 -0.48879  0.012
C -4.00005 0.82739 0.65693  -0.451
O -3.60392 1.14001 1.75593  0.069
C -5.40615 0.36320 0.31357  -0.076
C -5.46638 0.46521 -1.20584  -0.148
H -6.12716 -0.27113 -1.65820  0.112
H -5.80041 1.46024 -1.50225  0.117
C -4.00745 0.25893 -1.61524  -0.143
H -3.74358 0.79304 -2.53028  0.130
H -3.79015 -0.80781 -1.75287  0.120
H -6.14862 0.96794 0.83016  0.123
H -5.51204 -0.66897 0.65436  0.122
H -1.53629 -0.22111 -2.25141  0.111
H 0.84432 0.33831 -2.41062  0.112
H 2.37786 2.73001 0.93675  0.114
H 4.71838 1.70250 -0.47393  0.117
H 4.87038 3.04083 0.68762  0.116
H 2.13155 1.18043 3.15741  0.112
H 0.05332 -0.04574 2.84195  0.112
H -1.79920 -0.63256 1.69914  0.098
H -1.28237 -1.98739 2.73437  0.132
H -2.33895 -3.59830 1.16719  0.079
H -2.81366 -2.27594 0.10383  0.064
H -3.52592 -2.40450 1.72452  0.076


Run Q
Formula: C23H28N2O4
Source: OMol25
Level of theory: ωB97M-V/def2-TZVPD

net charge: 0
SMILES: CCOC(=O)C1(Cc2ccc(OC)cc2)CCN(C(=O)Cc2cccnc2)CC1
Kohn-Sham gap: 9.14 eV
HOMO: -8.505 eV
lowest unoccupied orbital energy: 0.64 eV

Last column: Löwdin charge in e.
CARTESIAN COORDINATES (ANGSTROEM)
C -5.07068 2.69204 0.99150  -0.058
C -4.64767 1.27754 0.62392  -0.206
H -5.18066 0.92222 -0.26035  0.125
H -4.82406 0.59945 1.46519  0.123
O -3.26431 1.22426 0.26917  -0.008
C -2.38242 1.13604 1.26941  -0.466
O -2.69458 1.06417 2.42963  0.129
C -0.94506 1.19711 0.75934  -0.342
C -0.77608 0.36320 -0.51508  -0.083
H -1.50527 0.66955 -1.26483  0.127
H 0.22781 0.52982 -0.91093  0.124
C -0.95047 -1.12666 -0.20724  -0.110
N 0.00650 -1.53699 0.79049  -0.037
C 1.11618 -2.28305 0.59931  -0.464
O 1.92099 -2.48253 1.48993  0.055
C 1.29897 -2.91819 -0.77821  -0.053
C 0.26385 -3.97332 -1.03912  -0.219
C -0.42864 -4.04754 -2.24389  -0.123
N -1.34463 -4.96018 -2.51191  0.060
C -1.62144 -5.86012 -1.58487  -0.157
C -0.99231 -5.89131 -0.34873  -0.053
C -0.03426 -4.93128 -0.07430  -0.010
H 0.48334 -4.91637 0.87412  0.123
H -1.24483 -6.64701 0.37889  0.101
H -2.37919 -6.58560 -1.84957  0.101
H -0.23458 -3.33855 -3.04098  0.116
H 2.28889 -3.38238 -0.76454  0.133
H 1.29008 -2.15830 -1.56146  0.121
C -0.16833 -0.83343 2.04563  -0.108
C 0.00474 0.67137 1.84098  -0.084
H -0.19605 1.18082 2.78371  0.130
H 1.03359 0.87266 1.53959  0.124
H 0.57897 -1.20982 2.74554  0.125
H -1.16772 -1.04641 2.43704  0.130
H -0.84830 -1.71780 -1.11447  0.106
H -1.95628 -1.30342 0.19401  0.140
C -0.70077 2.70628 0.48050  -0.070
C 0.68287 3.00332 -0.02106  -0.240
C 1.71704 3.28951 0.85797  -0.039
C 3.00270 3.53829 0.40768  -0.012
C 3.27847 3.50804 -0.95438  -0.277
C 2.23977 3.23972 -1.84729  0.004
C 0.96556 2.99363 -1.38424  -0.042
H 0.17355 2.80025 -2.09311  0.117
H 2.46093 3.23348 -2.90290  0.118
O 4.49964 3.73128 -1.51257  -0.085
C 5.58745 4.00489 -0.66336  -0.091
H 5.78215 3.17330 0.02152  0.096
H 5.42694 4.92168 -0.08673  0.095
H 6.44637 4.13899 -1.31896  0.093
H 3.77548 3.75560 1.12787  0.103
H 1.52018 3.32827 1.91949  0.119
H -1.43512 3.03401 -0.25852  0.129
H -0.87814 3.25294 1.40969  0.135
H -4.85337 3.37550 0.17405  0.078
H -6.13699 2.71149 1.19664  0.078
H -4.53556 3.01996 1.87929  0.076


How far above the most stable structure does each one sit? In kJ/mol: run P 0.0; run Q 16.5.


Run P
Formula: C7H12O3
Source: OMol25
Level of theory: ωB97M-V/def2-TZVPD

net charge: 0
Kohn-Sham gap: 7.95 eV
HOMO: -8.728 eV
lowest unoccupied orbital energy: -0.78 eV

Last column: Löwdin charge in e.
CARTESIAN COORDINATES (ANGSTROEM)
C -1.59113 1.18252 0.36962  -0.118
C 1.56759 2.19999 -0.97447  -0.010
C 1.43380 1.21570 0.15964  -0.441
O -0.95723 0.09547 -0.28698  -0.236
O 1.51966 1.53153 1.32502  0.109
H -1.24498 2.11653 -0.07905  0.082
H -2.67627 1.11690 0.23887  0.087
H -1.36172 1.18586 1.43899  0.088
H 2.46658 1.96772 -1.55536  0.093
H 1.63767 3.21231 -0.58392  0.089
H 0.71526 2.11323 -1.65172  0.087
C -1.25335 -2.39442 -0.33226  0.000
C -0.88508 -1.32004 0.65894  -0.478
C 1.13246 -0.19743 -0.24005  -0.040
C 1.08740 -1.23792 0.67922  -0.018
O -1.32850 -1.21001 1.76897  0.097
H 1.15078 -0.40397 -1.30198  0.129
H -1.08381 -3.37238 0.11943  0.095
H -0.67944 -2.29841 -1.25100  0.083
H -2.31318 -2.27996 -0.56466  0.098
H 1.29949 -0.99167 1.71166  0.105
H 1.36400 -2.23157 0.35111  0.098


Run Q
Formula: C7H12O3
Source: OMol25
Level of theory: ωB97M-V/def2-TZVPD

net charge: 0
SMILES: O=C1CC2(CCCC2)O1.O
Kohn-Sham gap: 11.01 eV
HOMO: -10.394 eV
lowest unoccupied orbital energy: 0.62 eV

Last column: Löwdin charge in e.
CARTESIAN COORDINATES (ANGSTROEM)
O 1.90888 1.51990 -0.11641  0.106
C 0.88928 0.87273 -0.05958  -0.516
C 0.54306 -0.51287 0.46688  0.014
C -0.81255 -0.31223 -0.19654  -0.341
C -1.21675 -1.14880 -1.39306  -0.107
C -2.75103 -1.01367 -1.51929  -0.165
C -3.17116 -0.02313 -0.41529  -0.174
C -2.06050 -0.14232 0.63160  -0.122
O -0.26260 1.12954 -0.64883  0.094
H 1.17105 -1.30404 0.04147  0.130
H 0.52839 -0.55760 1.56240  0.135
H -0.67576 -0.79043 -2.28074  0.132
H -0.90582 -2.18915 -1.22562  0.125
H -3.05352 -0.66967 -2.51591  0.109
H -3.22565 -1.99094 -1.35560  0.109
H -3.19540 1.00290 -0.81044  0.118
H -4.16463 -0.23978 -0.00264  0.111
H -2.17728 -1.06960 1.21816  0.138
H -1.98599 0.69318 1.33921  0.133
O 4.46710 -0.64414 0.29564  -0.067
H 4.67552 -1.22796 -0.44292  0.031
H 3.74166 -0.08310 -0.02346  0.008


How far above the most stable structure does each one sit? In kJ/mol: run P 320.6; run Q 0.0.


Run P
Formula: C7H12O3
Source: OMol25
Level of theory: ωB97M-V/def2-TZVPD

net charge: 0
Kohn-Sham gap: 8.52 eV
HOMO: -8.774 eV
lowest unoccupied orbital energy: -0.26 eV

Last column: Löwdin charge in e.
CARTESIAN COORDINATES (ANGSTROEM)
C -1.62275 1.13069 0.75987  -0.083
C -0.56377 0.12745 1.20795  -0.189
C -0.13728 -0.83315 0.09916  -0.488
C -1.25192 -1.68457 -0.49106  -0.031
C 0.73403 -0.21637 -0.96481  -0.148
O 1.61193 0.63897 -0.57943  -0.085
C 2.15568 -0.98805 1.00050  -0.115
O 2.95360 -0.79982 1.83854  0.222
C 1.11091 -1.66350 0.41562  -0.038
H -1.26534 1.71570 -0.09956  0.079
H -2.56659 0.63896 0.48883  0.072
H -1.84256 1.83322 1.57517  0.080
H 0.29762 0.69385 1.59107  0.116
H -0.91949 -0.48205 2.05136  0.128
H -2.00820 -1.04802 -0.96924  0.087
H -0.86364 -2.38561 -1.24251  0.089
H -1.72852 -2.26583 0.31001  0.097
H 0.79286 -0.65609 -1.97596  0.155
H 1.29025 -2.65614 0.00168  0.132
O 1.54453 3.11649 -1.91482  -0.077
H 1.59377 2.29353 -1.39911  -0.021
H 0.68488 3.49035 -1.70329  0.019


Run Q
Formula: C7H12O3
Source: OMol25
Level of theory: ωB97M-V/def2-TZVPD

net charge: 0
SMILES: C[C@]1(O)C[C@@](C)(C(=O)O)C1
Kohn-Sham gap: 10.54 eV
HOMO: -10.065 eV
lowest unoccupied orbital energy: 0.47 eV

Last column: Löwdin charge in e.
CARTESIAN COORDINATES (ANGSTROEM)
C -2.52954 0.18202 0.02595  -0.025
C -1.04953 0.50758 0.03016  -0.506
C -0.20163 -0.10111 1.16621  -0.022
C 0.91907 -0.40784 0.14342  -0.386
C 1.60293 -1.76900 0.25257  -0.020
C -0.14361 -0.23547 -0.98421  -0.037
C 1.99343 0.66810 0.12526  -0.479
O 2.12110 1.39565 -0.98444  0.079
O 2.53934 1.05899 1.13641  0.129
H -2.69016 -0.89968 0.12530  0.087
H -3.03250 0.69381 0.85864  0.092
H -2.99526 0.49846 -0.91966  0.087
H 0.02266 0.56982 2.00338  0.134
H -0.63672 -1.02262 1.57223  0.130
H 0.83818 -2.55669 0.26299  0.085
H 2.26951 -1.95994 -0.60092  0.095
H 2.19172 -1.83781 1.17832  0.096
H -0.55118 -1.20635 -1.29325  0.127
H 0.12760 0.33447 -1.88350  0.119
O -0.85062 1.95673 -0.08503  -0.012
H 1.27147 1.87485 -1.20661  0.132
H -1.21627 2.25603 -0.92324  0.095


Run R
Formula: C7H12O3
Source: OMol25
Level of theory: ωB97M-V/def2-TZVPD

net charge: 0
Kohn-Sham gap (spin up / spin down): 7.26 / 8.26 eV
HOMO (spin up / spin down): -7.267 / -7.587 eV
lowest unoccupied orbital energy (spin up / spin down): -0.01 / 0.67 eV

Last column: Löwdin charge in e.
CARTESIAN COORDINATES (ANGSTROEM)
C 1.86244 -1.51445 -1.00722  -0.008
O 0.80978 -0.88765 -1.51150  -0.067
C -0.14962 -0.34536 -0.75521  -0.265
C -1.22528 0.44084 -1.48855  -0.049
C -2.47319 -0.21894 -0.86933  -0.296
C -2.64434 -1.65593 -1.39358  -0.103
C -1.52384 -2.40802 -0.63010  -0.096
C -0.92353 -1.25281 0.19861  -0.273
O -2.05477 -0.43740 0.48731  -0.063
H 2.74940 -1.41487 -1.62945  0.094
H 1.66672 -2.21215 -0.18856  0.094
H -1.20159 1.51805 -1.26974  0.120
H -1.17251 0.30759 -2.57785  0.127
H -3.37823 0.39660 -0.88259  0.151
H -3.63680 -2.03927 -1.12720  0.114
H -2.53718 -1.71281 -2.48417  0.116
H -1.92013 -3.19174 0.02715  0.115
H -0.77435 -2.87127 -1.28728  0.113
H -0.41712 -1.54276 1.12683  0.154
H 1.22009 0.60585 0.30328  0.154
O 2.35546 0.42602 0.36906  -0.155
H 2.46559 0.02756 1.23691  0.025


How far above the most stable structure does each one sit? In kJ/mol: run P 181.1; run Q 0.0; run R 395.3.


Run P
Formula: CCl4OS
Source: OMol25
Level of theory: ωB97M-V/def2-TZVPD

net charge: 0
Kohn-Sham gap: 9.53 eV
HOMO: -9.812 eV
lowest unoccupied orbital energy: -0.28 eV

Last column: Löwdin charge in e.
CARTESIAN COORDINATES (ANGSTROEM)
C -0.45983 0.13875 0.57683  -1.732
O 0.91794 0.14319 0.28446  -0.697
S 1.36676 0.63606 -1.23658  0.516
Cl -0.69472 -0.95085 1.94094  0.603
Cl -1.07192 1.77293 1.03073  0.566
Cl -1.57375 -0.51959 -0.58068  0.582
Cl 1.51552 -1.22048 -2.01570  0.163


Run Q
Formula: CCl4OS
Source: OMol25
Level of theory: ωB97M-V/def2-TZVPD

net charge: 0
Kohn-Sham gap (spin up / spin down): 6.90 / 8.51 eV
HOMO (spin up / spin down): -8.446 / -9.198 eV
lowest unoccupied orbital energy (spin up / spin down): -1.55 / -0.69 eV

Last column: Löwdin charge in e.
CARTESIAN COORDINATES (ANGSTROEM)
C -1.16593 -0.01493 0.27170  -1.665
O 0.61866 -0.85574 -1.01355  -0.654
S 1.81317 -0.71160 -0.12920  0.458
Cl -0.76274 -0.56102 1.82030  0.600
Cl -0.90602 1.78713 0.09261  0.484
Cl -2.45378 -0.65011 -0.55287  0.654
Cl 2.85664 1.00628 -0.48900  0.123


How far above the most stable structure does each one sit? In kJ/mol: run P 0.0; run Q 143.9.


Run P
Formula: C5H10O2
Source: OMol25
Level of theory: ωB97M-V/def2-TZVPD

net charge: 0
SMILES: CC[C@@H](O)CC=O
Kohn-Sham gap: 10.61 eV
HOMO: -9.803 eV
lowest unoccupied orbital energy: 0.81 eV

Last column: Löwdin charge in e.
CARTESIAN COORDINATES (ANGSTROEM)
C 2.30941 -0.11673 -0.87310  -0.111
C 1.33337 -0.77350 0.13102  -0.193
C 0.03875 0.10402 0.27901  -0.386
O -0.31302 0.44481 -1.03302  -0.071
C -1.30043 -0.47822 0.90189  -0.052
C -2.68137 0.12143 0.30404  -0.151
O -2.76195 0.95948 -0.57444  0.031
H 3.19572 -0.74016 -1.05116  0.070
H 1.80912 0.03767 -1.83012  0.065
H 2.67037 0.86069 -0.52833  0.074
H 1.07922 -1.76958 -0.25222  0.105
H 1.87315 -0.92822 1.07803  0.106
H 0.36613 0.98722 0.86810  0.140
H -1.20072 0.84914 -0.98344  0.028
H -1.36769 -0.29498 1.98254  0.106
H -1.29118 -1.57118 0.76842  0.112
H -3.69279 -0.16942 0.68893  0.127


Run Q
Formula: C5H10O2
Source: OMol25
Level of theory: ωB97M-V/def2-TZVPD

net charge: 0
Kohn-Sham gap: 7.95 eV
HOMO: -6.909 eV
lowest unoccupied orbital energy: 1.04 eV

Last column: Löwdin charge in e.
CARTESIAN COORDINATES (ANGSTROEM)
C -0.72524 -1.70986 -1.69231  -0.041
C 0.18702 -0.86100 -0.99756  -0.312
C -0.67651 1.26801 -0.85554  -0.118
O -0.49012 1.28111 0.55271  -0.126
C 0.56474 0.44465 0.88795  -0.427
C 0.68368 0.33028 2.39142  -0.001
O 0.27324 -0.86824 0.34054  -0.006
H -0.44852 -2.07450 -2.68000  0.064
H -0.91477 -0.30982 -1.55333  0.158
H -1.47549 -2.24092 -1.11110  0.073
H 1.04744 -0.46213 -1.54670  0.148
H -1.71363 1.56493 -1.06566  0.080
H 0.05349 1.91620 -1.37417  0.075
H 1.51051 0.78941 0.42002  0.160
H -0.23636 -0.10025 2.80069  0.094
H 1.53587 -0.29932 2.66858  0.087
H 0.82465 1.33145 2.81447  0.091


How far above the most stable structure does each one sit? In kJ/mol: run P 0.0; run Q 388.9.